Record 1
{"formula": "C2H11N2O2", "method": "wB97M-V/def2-TZVPD", "total_charge": 1, "homo_energy_ev": -14.661, "lumo_energy_ev": -3.017, "spin_multiplicity": 1, "homo_lumo_gap_ev": 11.644, "elements": ["H", "H", "C", "H", "C", "O", "N", "H", "H", "H", "H", "H", "H", "H", "H", "O", "N"], "xyz": [[-2.721, -0.075, 2.578], [-0.083, -0.863, -2.194], [0.632, 0.277, 0.375], [2.856, 1.019, -2.974], [-0.748, -0.873, -1.375], [1.997, 0.592, -2.782], [0.751, 0.712, 1.613], [-1.066, -0.573, 0.541], [1.455, 0.577, -0.237], [0.226, 0.208, 2.379], [1.517, 1.407, 1.804], [-1.814, -0.084, 3.805], [-1.759, -0.435, -1.522], [1.737, 0.521, -3.671], [-0.968, -1.840, -1.180], [-1.732, -0.005, 2.874], [-0.282, -0.565, -0.033]], "mulliken_charge": [0.313, 0.362, 0.243, 0.291, -0.892, -0.578, -0.289, 0.220, 0.298, 0.275, 0.266, 0.305, 0.284, 0.295, 0.437, -0.647, -0.183]}

---

Record 2
{"formula": "C5H30NO10", "method": "wB97M-V/def2-TZVPD", "total_charge": 1, "homo_energy_ev": -13.219, "lumo_energy_ev": -2.694, "spin_multiplicity": 1, "homo_lumo_gap_ev": 10.525, "elements": ["O", "H", "H", "O", "H", "O", "H", "H", "H", "H", "H", "H", "H", "H", "O", "H", "C", "H", "H", "H", "H", "H", "H", "H", "H", "O", "H", "C", "H", "H", "O", "H", "H", "C", "H", "C", "O", "O", "H", "O", "H", "H", "O", "N", "C", "H"], "xyz": [[2.440, 1.288, -1.679], [-0.745, 1.094, -2.919], [3.748, -1.977, -2.229], [-2.720, 2.881, 0.575], [0.684, 0.511, -2.656], [-4.234, 0.146, 1.343], [1.359, -3.408, 0.137], [0.101, 3.721, 2.485], [-0.093, 1.124, 0.409], [1.960, 2.081, 1.919], [3.156, -3.458, -1.816], [1.706, -0.151, 1.091], [-2.829, 3.378, -0.233], [0.122, -1.066, -1.237], [-1.903, 0.137, 0.301], [3.273, 2.630, 1.480], [-0.713, 0.200, 0.269], [0.365, 2.520, 3.413], [-0.082, 4.064, -0.088], [-1.127, -3.086, 2.314], [-0.186, -4.437, 0.197], [-3.002, 0.058, -2.027], [3.208, 1.430, -2.237], [-0.397, 2.906, -1.042], [-5.058, -0.350, 1.272], [-2.539, -0.722, -2.353], [0.244, -3.597, -1.213], [-0.453, -2.277, 0.381], [-3.024, -1.425, -1.902], [-0.880, -1.352, 2.284], [2.754, 1.820, 1.400], [2.142, -1.597, 0.504], [0.530, -2.412, 2.328], [0.209, -0.973, -0.159], [2.178, -0.359, -0.512], [-0.485, -2.308, 1.901], [-0.104, 0.863, -2.238], [3.346, -2.550, -1.576], [-2.213, 2.062, 0.589], [0.427, 2.816, 2.497], [-4.343, 0.857, 0.700], [2.366, 1.949, -0.975], [0.307, 3.499, -0.762], [1.610, -0.748, 0.258], [0.331, -3.530, -0.112], [-1.436, -2.254, -0.078]], "mulliken_charge": [-0.556, 0.211, 0.293, -0.706, 0.232, -0.547, 0.334, 0.265, -0.030, 0.358, 0.314, 0.357, 0.305, 0.453, -0.406, 0.302, 0.387, 0.285, 0.291, 0.396, 0.414, 0.310, 0.244, 0.223, 0.284, -0.606, 0.371, 0.185, 0.295, 0.373, -0.659, 0.429, 0.310, -0.257, 0.223, -1.363, -0.443, -0.592, 0.293, -0.587, 0.266, 0.268, -0.559, 0.166, -1.382, 0.252]}

---

Record 3
{"formula": "C32H42IrN2OS", "method": "wB97M-V/def2-TZVPD", "total_charge": 0, "s_squared": 0.76, "homo_energy_ev": [-5.694, -6.278], "lumo_energy_ev": [0.248, 0.112], "spin_multiplicity": 2, "homo_lumo_gap_ev": [5.942, 6.390], "elements": ["H", "C", "C", "H", "N", "C", "H", "H", "H", "H", "C", "C", "H", "H", "H", "H", "H", "H", "H", "C", "C", "H", "H", "H", "C", "H", "H", "C", "C", "C", "H", "O", "C", "C", "H", "C", "C", "C", "H", "N", "H", "C", "S", "C", "H", "C", "C", "H", "C", "C", "C", "C", "H", "H", "C", "C", "H", "H", "C", "H", "H", "H", "Ir", "H", "C", "C", "H", "H", "C", "H", "H", "H", "H", "C", "H", "H", "H", "H", "C"], "xyz": [[0.609, -1.002, 3.646], [-4.407, 0.588, -1.873], [1.122, 2.031, -0.070], [0.820, -5.731, 0.954], [-0.341, -3.168, -0.834], [0.536, -3.175, -1.868], [-2.971, -1.754, 1.883], [5.174, 0.526, -1.045], [-0.048, 0.691, 2.711], [-1.607, 2.326, 3.080], [2.645, -2.212, 1.181], [0.157, 2.031, 0.924], [-0.597, 4.193, -0.683], [3.937, 1.571, -2.677], [2.950, -3.002, 1.871], [-0.971, -3.968, 0.939], [0.358, 3.888, 2.925], [-3.566, -0.299, 2.697], [2.459, -5.792, -0.939], [-1.960, 2.709, 2.120], [3.089, 1.729, -2.008], [0.074, -1.958, 2.259], [4.507, 1.401, 0.337], [0.840, 4.585, 1.374], [-2.112, 0.574, -2.730], [-1.843, 2.947, -0.668], [-2.621, 3.555, 2.321], [0.942, -1.682, 2.862], [4.377, 0.521, -0.298], [1.436, 0.084, 1.152], [-1.879, -0.394, 2.115], [-1.269, -2.273, -0.815], [-4.883, 0.897, -3.161], [-2.910, -0.662, 1.905], [2.676, 0.306, 3.545], [-4.769, -0.009, 0.410], [0.375, 0.863, 1.736], [1.671, -5.053, -0.909], [2.184, 1.787, -2.615], [-2.513, 0.150, -0.388], [-4.345, 1.256, -5.197], [2.821, -0.707, -1.850], [-0.418, 0.345, -2.443], [1.545, -4.105, -1.920], [-6.354, 0.484, -0.940], [3.108, -0.477, 2.918], [-0.230, -4.072, 0.163], [1.332, -2.574, 3.356], [3.013, 0.561, -1.010], [1.885, 0.815, -0.001], [-3.373, -0.138, 0.581], [-3.993, 1.033, -4.198], [1.921, -2.627, 0.484], [-2.123, 4.499, 0.147], [-1.376, 3.733, -0.072], [0.764, -5.023, 0.139], [2.230, -4.077, -2.755], [4.516, -0.359, 0.319], [-5.287, 0.373, -0.789], [3.524, -1.925, 0.614], [-2.545, 1.935, 1.631], [3.500, -1.260, 3.573], [-0.465, 0.019, -0.136], [-5.402, -0.220, 1.260], [-3.021, 0.452, -1.643], [2.039, -1.058, 1.978], [1.173, 2.754, -0.866], [2.728, -1.605, -1.246], [-2.625, 0.860, -3.986], [3.944, -0.041, 2.372], [-5.950, 1.002, -3.312], [3.237, 2.685, -1.502], [-0.655, 5.122, 2.158], [-0.015, 4.256, 1.967], [1.931, -0.628, -2.474], [3.686, -0.829, -2.510], [0.352, -2.386, -2.585], [-1.941, 0.946, -4.821], [-0.804, 3.162, 1.231]], "mulliken_spin": [0.002, 0.001, 0.181, -0.001, -0.016, 0.035, 0.000, -0.001, 0.002, 0.000, -0.015, -0.087, 0.000, 0.000, -0.002, 0.001, 0.002, 0.000, 0.003, -0.006, -0.002, -0.004, 0.003, -0.005, -0.018, 0.006, 0.000, -0.002, -0.003, -0.044, 0.004, -0.008, 0.002, -0.010, 0.001, -0.002, 0.046, 0.032, 0.002, -0.056, 0.000, 0.011, 0.050, -0.013, 0.000, 0.003, 0.035, -0.001, -0.009, 0.023, 0.011, -0.002, 0.012, 0.000, -0.007, -0.014, 0.000, 0.001, 0.003, 0.000, 0.005, 0.000, 0.789, 0.001, 0.021, 0.014, -0.005, -0.003, 0.000, -0.001, 0.000, 0.000, 0.000, 0.011, -0.005, 0.000, -0.001, 0.002, 0.031]}

---

The following energy relative to the best compared isomer or geometry (same formula, charge and spin) values (in eV) correspond, in order, to the records above: 1.440 2.587 0.956.